Entry 1:
DFT (ωB97M-V/def2-TZVPD) results for a 2-piece molecular cluster, C2H4N2 overall at a distorted geometry.

Calculated values
Calculated total energy in eV: -5114.60300
ΔE to the lowest compared entry with this formula, charge and spin in kcal per mole: 100.5
HOMO level in eV: -9.19

Positions of all 8 atoms, in Å:
C 1.4636 -2.0125 -0.2311
C 0.2532 -2.0243 -0.2612
H -0.7286 0.8066 0.6055
H -1.7270 2.6395 -0.2217
H 2.5174 -2.0048 -0.1886
H -0.8363 -1.9465 -0.2944
N -0.2193 1.7801 0.5561
N -0.7229 2.7618 0.0353

***

Entry 2:
DFT (ωB97M-V/def2-TZVPD) results for one molecule with the formula C7H14.

Calculated values
Calculated total energy in eV: -7482.42679
ΔE to the lowest compared entry with this formula, charge and spin in kcal per mole: 89.2
HOMO level in eV: -8.50

Positions of all 21 atoms, in Å:
C -1.8468 -1.1340 -0.2054
C -0.7374 -0.2660 -0.8150
C -1.2291 0.6610 -1.8278
C -0.0462 1.4029 0.9210
C 0.4166 0.1551 0.1520
C 0.7429 -0.9646 1.1487
C 1.6994 0.4813 -0.6282
H -1.4710 -2.0861 0.1807
H -2.6097 -1.3259 -0.9664
H -2.3290 -0.5948 0.6199
H -0.2916 -0.8580 -1.6773
H -0.4250 1.4135 -2.0092
H -0.2825 2.2226 0.2299
H 0.7362 1.7538 1.6054
H -0.9460 1.1911 1.5115
H 1.5507 -0.6437 1.8176
H 1.0764 -1.8717 0.6279
H -0.1220 -1.2220 1.7692
H 1.5595 1.2881 -1.3578
H 2.4846 0.8000 0.0682
H 2.0701 -0.4026 -1.1648

***

Entry 3:
DFT (ωB97M-V/def2-TZVPD) results for one molecule with the formula C3H10N4 at a distorted geometry.

Calculated values
Calculated total energy in eV: -9229.62020
ΔE to the lowest compared entry with this formula, charge and spin in kcal per mole: 91.4
HOMO level in eV: -8.09

Positions of all 17 atoms, in Å:
C -0.3125 -0.0886 -0.6426
C 2.0627 0.3873 0.0794
C -1.7188 -0.4501 -0.3599
N 0.7023 -0.0392 0.4077
N -0.2157 1.4016 -1.2861
N 0.6376 -0.6424 1.5947
N -0.3817 -1.3527 1.8032
H 0.0882 -0.7074 -1.4478
H -0.5958 2.0489 -0.5950
H -0.8599 1.4071 -2.0747
H -0.3796 -1.7557 2.7396
H 2.4680 -0.2721 -0.6913
H 2.6998 0.3484 0.9658
H 2.0587 1.4325 -0.2371
H -1.5542 -1.1950 0.7230
H -2.4076 0.0789 0.2981
H -2.2913 -0.6015 -1.2770

***

Entry 4:
DFT (ωB97M-V/def2-TZVPD) results for a 2-piece molecular cluster, C8H14OSi2 overall at a distorted geometry.

Calculated values
Calculated total energy in eV: -26323.27674
ΔE to the lowest compared entry with this formula, charge and spin in kcal per mole: 105.5
HOMO level in eV: -9.34

Positions of all 25 atoms, in Å:
C -3.4882 0.8826 0.1954
C -3.0660 0.4672 -1.0961
C -2.7564 0.4240 1.2527
C -1.7946 -0.0724 -1.2732
C -1.4941 -0.1010 1.0722
C -0.9449 -0.2402 -0.2318
C 2.9639 1.7215 0.9173
C 0.6979 -2.6013 -1.2541
O 1.6321 -0.8599 1.8399
Si 2.4994 0.8150 -0.6112
Si 0.8110 -0.8856 -0.4816
H -4.3338 1.4548 0.3113
H -3.6493 0.7086 -1.9376
H -2.9979 0.6759 2.3036
H -1.3309 -0.3816 -2.2112
H -0.8669 -0.3711 1.9422
H 3.7304 2.4716 0.8018
H 2.0060 2.2259 1.2185
H 3.0652 1.0561 1.7596
H 1.5027 -2.7789 -2.0309
H 0.9837 -3.3979 -0.5079
H -0.3013 -2.7230 -1.6543
H 0.9424 -0.7288 2.4126
H 2.3964 1.8651 -1.5592
H 3.7933 0.3736 -1.1784

***

Entry 5:
DFT (ωB97M-V/def2-TZVPD) results for C3H4CoLiO4 as an isolated structure at a distorted geometry.

Calculated values
Calculated total energy in eV: -49187.59259
Charge: +1
ΔE to the lowest compared entry with this formula, charge and spin in kcal per mole: 0.0
Multiplicity: 4
HOMO level (spin up / spin down) in eV: -14.11 / -14.09

Positions of all 13 atoms, in Å:
O -1.0196 -0.3165 -1.8947
O 1.1033 -0.1884 -0.4076
C 1.0367 0.6757 0.7226
C -0.4023 0.5564 1.2492
O -1.2822 0.3292 0.1668
C -0.7716 -0.6624 -0.6697
H 1.7463 0.3571 1.4875
H 1.2584 1.7093 0.4560
H -0.6732 1.4735 1.7728
H -0.4720 -0.2732 1.9560
O -1.2695 -1.9477 -0.4972
Li 0.9621 0.4019 -2.1452
Co -0.2164 -2.1149 -2.1964